{
  "formula": "C19H24N2O4S",
  "method": "the ωB97M-V functional and the def2-TZVPD basis",
  "relative_energy_ev": 1.363,
  "homo_ev": -8.77,
  "smiles": "CCCCNS(=O)(=O)c1ccc(NC(=O)Cc2ccc(OC)cc2)cc1",
  "symbols": ["C", "C", "C", "C", "N", "S", "O", "O", "C", "C", "C", "C", "N", "C", "O", "C", "C", "C", "C", "C", "O", "C", "C", "C", "C", "C", "H", "H", "H", "H", "H", "H", "H", "H", "H", "H", "H", "H", "H", "H", "H", "H", "H", "H", "H", "H", "H", "H", "H", "H"],
  "xyz": [[-4.99678, -2.62114, 1.98096], [-6.11368, -1.61944, 1.70840], [-5.76027, -0.18694, 2.11437], [-4.56295, 0.39936, 1.36662], [-4.82357, 0.52480, -0.04877], [-3.78973, 1.50916, -0.90277], [-4.19967, 1.43326, -2.27228], [-3.75781, 2.77860, -0.24138], [-2.19225, 0.72161, -0.71747], [-1.29577, 1.20651, 0.21517], [-0.08478, 0.56629, 0.38926], [0.22793, -0.56698, -0.36633], [1.46084, -1.17117, -0.14210], [2.00021, -2.27869, -0.73348], [1.44498, -2.96035, -1.56082], [3.39653, -2.59767, -0.20139], [4.23238, -1.36749, 0.00253], [4.78839, -0.70938, -1.09236], [5.52779, 0.43926, -0.92413], [5.73457, 0.97117, 0.35164], [6.48036, 2.10562, 0.40705], [6.73943, 2.68447, 1.66316], [5.18039, 0.32340, 1.44949], [4.43680, -0.83197, 1.26606], [-0.68762, -1.04589, -1.30455], [-1.89540, -0.39508, -1.47483], [-4.68811, -2.57194, 3.02309], [-4.12823, -2.42840, 1.35553], [-5.34107, -3.63182, 1.77429], [-7.00014, -1.91951, 2.27172], [-6.37954, -1.64398, 0.65009], [-5.53597, -0.16112, 3.18272], [-6.62366, 0.45355, 1.93110], [-3.66135, -0.20028, 1.56186], [-4.37575, 1.41796, 1.71302], [-4.97413, -0.34820, -0.52900], [-1.55870, 2.08741, 0.77867], [0.62906, 0.94131, 1.10898], [2.05844, -0.69099, 0.52049], [3.86534, -3.27538, -0.91626], [3.27004, -3.13556, 0.74188], [4.63732, -1.10961, -2.08371], [5.96417, 0.95073, -1.76692], [7.35268, 3.56119, 1.46212], [5.81561, 2.99733, 2.16059], [7.29110, 1.99979, 2.31537], [5.32120, 0.70109, 2.44991], [4.02282, -1.32800, 2.13399], [-0.44183, -1.91577, -1.89023], [-2.61007, -0.73426, -2.20825]]
}

---

{
  "formula": "C5H31N2O8",
  "method": "the ωB97M-V functional and the def2-TZVPD basis",
  "charge": 2,
  "spin_multiplicity": 2,
  "s_squared": 0.75,
  "relative_energy_ev": 0.000,
  "homo_ev": [-16.62, -16.62],
  "symbols": ["C", "N", "C", "C", "N", "C", "C", "H", "H", "H", "H", "H", "H", "H", "H", "H", "H", "H", "H", "H", "H", "H", "H", "H", "O", "H", "H", "O", "H", "H", "O", "H", "H", "O", "H", "H", "O", "H", "H", "O", "H", "H", "O", "H", "H", "O"],
  "xyz": [[-1.37054, -0.82455, 1.80982], [-1.64133, 0.24411, 0.81019], [-2.98347, 0.88546, 1.12402], [-0.16980, -1.68961, 1.38130], [1.03213, -0.93586, 0.86177], [0.59546, -3.98998, 2.07695], [0.36376, -2.52908, 2.58447], [-1.20930, -0.25642, 2.74618], [-2.14346, -1.57070, 1.91200], [-1.62494, -0.20406, -0.10382], [-2.81412, 1.97386, 0.91214], [-3.12572, 0.84630, 2.19404], [-3.79086, 0.40774, 0.56200], [-0.31633, -2.30217, 0.48349], [1.46224, -0.15535, 1.43444], [0.83421, -0.60341, -0.07854], [1.81340, -1.57715, 0.79837], [1.63637, -4.29277, 2.04486], [0.18208, -4.06230, 1.02078], [0.12035, -4.66038, 2.72135], [-0.38015, -2.64945, 3.35114], [1.21281, -2.15677, 3.16680], [2.69334, 2.14342, -0.64627], [1.42504, 1.68722, -0.41032], [2.30981, 1.38380, -0.17110], [1.43580, 1.62369, -3.52305], [2.39358, 2.54212, -3.06898], [1.60672, 2.08498, -2.65403], [2.68034, 1.00462, 2.52032], [3.59423, 0.74872, 1.30466], [3.22639, 0.33277, 2.09961], [-0.35371, 0.26661, -5.34749], [-0.97046, -0.56946, -4.21693], [-0.48898, 0.23579, -4.40020], [3.77518, 3.48780, 1.29073], [2.67975, 4.39574, 1.16388], [2.81757, 3.47685, 1.42324], [-2.83763, 0.19657, -3.41932], [-3.34341, -1.17151, -2.91753], [-2.64712, -0.51483, -2.80523], [-2.83431, 2.17334, -1.02134], [-4.04836, 2.96368, -0.88514], [-3.59052, 2.45037, -1.54811], [0.21787, -0.40132, -2.44132], [1.54676, 0.18802, -2.16484], [1.02932, -0.62644, -1.97499]]
}

---

{
  "formula": "C28H48BrClF19O12P3SSi2",
  "method": "the ωB97M-V functional and the def2-TZVPD basis",
  "homo_ev": -8.89,
  "symbols": ["C", "C", "F", "C", "Si", "C", "C", "C", "F", "F", "C", "F", "F", "C", "F", "F", "C", "F", "F", "C", "F", "F", "C", "F", "F", "C", "F", "F", "C", "F", "F", "F", "O", "Si", "C", "C", "C", "Br", "S", "O", "O", "F", "P", "O", "Cl", "H", "H", "H", "H", "H", "H", "H", "H", "H", "H", "H", "H", "H", "H", "H", "H", "H", "H", "O", "P", "O", "C", "C", "O", "C", "C", "O", "C", "C", "H", "H", "H", "H", "H", "H", "H", "H", "H", "H", "H", "H", "H", "H", "H", "O", "P", "O", "C", "C", "O", "C", "C", "O", "C", "C", "H", "H", "H", "H", "H", "H", "H", "H", "H", "H", "H", "H", "H", "H", "H"],
  "xyz": [[1.36007, -0.06114, 3.93584], [0.43503, 1.01203, 4.54148], [-0.77577, 0.42239, 4.87786], [0.21390, 2.23686, 3.60675], [0.60216, 3.86571, 4.45288], [-0.40015, 3.87261, 6.06239], [-1.85950, 3.42333, 5.86600], [-2.77761, 4.51314, 5.32542], [-2.33659, 5.71390, 5.78247], [-2.63580, 4.55670, 3.96930], [-4.26756, 4.40340, 5.73690], [-4.80960, 5.63701, 5.75155], [-4.35417, 3.98201, 7.01785], [-5.09777, 3.40877, 4.88042], [-6.18045, 3.08356, 5.61152], [-4.37936, 2.26749, 4.78319], [-5.60792, 3.93497, 3.49550], [-5.09237, 5.11461, 3.13556], [-6.93962, 4.12414, 3.60131], [-5.39080, 2.95597, 2.29375], [-5.72646, 3.67558, 1.20028], [-4.09266, 2.64859, 2.12653], [-6.31622, 1.69555, 2.27592], [-7.48786, 2.10178, 1.74074], [-6.60537, 1.20876, 3.48602], [-5.77904, 0.60237, 1.29804], [-5.33577, 1.11055, 0.15150], [-6.85062, -0.16461, 0.98736], [-4.70295, -0.37387, 1.91306], [-4.21256, 0.04160, 3.07919], [-3.66968, -0.42350, 1.05124], [-5.15152, -1.61886, 2.01921], [0.18676, 5.28316, 3.64529], [0.35636, 5.43285, 2.01082], [2.04940, 5.09679, 1.28086], [2.51562, 3.64900, 1.16240], [1.77131, 2.84501, 0.07265], [4.41460, 3.75798, 0.53160], [-1.28709, 4.51968, 0.82632], [-0.95856, 4.96210, -0.49713], [-1.34290, 3.09314, 0.91165], [-2.66343, 5.21241, 1.17764], [2.74305, 3.79878, 5.22996], [3.35706, 2.36293, 4.64360], [3.81701, 5.36125, 4.39298], [2.18154, -0.24096, 4.62976], [1.82149, 0.27444, 3.00730], [0.79546, -0.97885, 3.77982], [0.92068, 1.35812, 5.46033], [0.75068, 2.02766, 2.68276], [-0.84985, 2.20797, 3.33974], [0.07393, 3.09963, 6.68002], [-0.28791, 4.80267, 6.61891], [-1.94217, 2.58145, 5.17690], [-2.20079, 3.01869, 6.81969], [0.12219, 6.86377, 1.74491], [2.00481, 5.48828, 0.25654], [2.76346, 5.74667, 1.79195], [2.59031, 3.10496, 2.10011], [1.12617, 2.07392, 0.49248], [2.49622, 2.33597, -0.55885], [1.22236, 3.51512, -0.58896], [3.94714, 2.51623, 3.89099], [0.73954, -0.73112, -2.85447], [1.10149, -1.11886, -4.25718], [1.95270, 0.21952, -4.71017], [3.29219, 0.34827, -4.22562], [4.23114, -0.70333, -4.79108], [-0.39177, -0.87311, -4.90590], [-1.54810, -0.66448, -4.09914], [-1.73317, 0.79810, -3.73695], [1.56770, -1.94609, -5.60109], [0.95765, -1.78791, -6.89426], [0.93784, -0.38442, -7.45995], [3.28267, 0.30577, -3.13195], [3.63575, 1.34088, -4.51690], [3.95365, -1.70684, -4.45582], [5.25552, -0.51533, -4.46699], [4.19710, -0.70728, -5.88042], [-1.52529, -1.29259, -3.20982], [-2.40971, -0.99960, -4.68168], [-0.80910, 1.25785, -3.38873], [-2.49831, 0.91315, -2.96856], [-2.04553, 1.36188, -4.61874], [-0.04490, -2.21289, -6.87251], [1.54274, -2.41810, -7.56680], [0.38010, 0.31602, -6.84431], [0.46217, -0.39596, -8.44257], [1.94839, 0.01319, -7.55797], [3.60861, -4.69470, -3.22902], [3.00897, -6.06078, -3.28993], [1.61334, -5.89714, -2.44301], [0.54365, -5.18129, -3.06564], [-0.01927, -5.90334, -4.27699], [4.00733, -6.83396, -2.24523], [5.16335, -6.20691, -1.69717], [4.84142, -5.42666, -0.43577], [2.60354, -7.45586, -4.03304], [2.70078, -8.75138, -3.41231], [1.94761, -8.92733, -2.11176], [0.89547, -4.18467, -3.34614], [-0.23874, -5.06155, -2.31716], [0.72194, -5.97483, -5.07700], [-0.88546, -5.37050, -4.67151], [-0.31352, -6.92048, -4.01941], [5.65722, -5.57853, -2.43642], [5.87376, -7.00052, -1.45499], [3.95724, -4.80085, -0.55221], [5.68447, -4.80035, -0.14247], [4.62612, -6.11683, 0.38288], [3.75062, -9.01439, -3.29394], [2.29043, -9.45151, -4.14178], [2.28882, -8.25720, -1.32725], [2.08791, -9.94595, -1.74570], [0.88160, -8.74140, -2.24755]]
}